The following is a DFT calculation (ωB97M-V with the def2-TZVPD basis set) of a structure of composition C32H42Cl2IrN3O2Sb.

## Properties
spin multiplicity = 2
highest occupied orbital energy (spin up / spin down) = -12.51 / -12.51 eV
maximum force = 0.800 eV/Å
total charge = +2

Structure (XYZ):
```
83
Properties=species:S:1:pos:R:3:forces:R:3
Ir -0.27810 0.02157 0.06170 0.39 0.32 0.07
Cl 5.28451 -1.20848 4.49215 0.05 -0.01 -0.02
C 4.19619 -0.76694 3.23763 0.02 -0.01 0.03
C 4.70197 -0.53242 1.93866 0.05 0.02 -0.06
C 3.88304 -0.16320 0.90518 0.02 -0.03 0.17
Cl 4.51980 0.14422 -0.65872 0.03 -0.01 -0.07
C 2.48514 -0.03751 1.10349 -0.23 0.11 -0.14
O 1.73311 0.32151 0.11013 -0.10 -0.09 0.01
C 1.99384 -0.26290 2.42620 -0.21 -0.03 -0.05
C 0.66163 0.00127 2.75577 0.27 0.16 -0.10
O -0.28966 0.35074 1.98064 -0.48 -0.59 0.25
C 2.86912 -0.62609 3.48696 0.12 -0.04 -0.01
H 5.76368 -0.64311 1.75730 0.00 0.00 0.01
H 0.38812 -0.03377 3.81149 -0.10 0.09 -0.03
H 2.48605 -0.78339 4.48703 -0.06 0.00 -0.03
C 1.75510 3.62602 2.70378 -0.02 0.00 0.00
C 1.90857 4.08005 1.25328 0.11 -0.14 0.06
C 3.15905 3.46950 0.62739 0.02 0.01 0.03
C 2.00122 5.60261 1.17419 -0.05 0.04 0.01
Sb 0.15202 3.32745 0.15432 0.02 0.38 -0.16
C -1.68587 4.25517 0.99398 -0.06 -0.07 0.01
C -2.72717 4.47867 -0.09620 0.00 0.01 -0.05
C -2.18402 3.28403 2.06285 -0.05 0.01 0.01
C -1.33838 5.60265 1.61615 0.02 0.00 0.07
C 0.45382 3.55444 -2.01843 -0.01 -0.19 -0.07
C -0.85739 3.26652 -2.73960 -0.01 0.02 -0.03
C 1.50203 2.52924 -2.44334 0.04 0.06 -0.03
C 0.92916 4.98011 -2.27692 -0.01 0.03 0.03
H 2.61764 3.98300 3.27392 0.00 0.01 -0.01
H 1.73596 2.53899 2.79223 0.02 -0.03 -0.01
H 0.86161 4.03106 3.18104 0.00 0.00 -0.01
H 4.01923 3.75328 1.24143 -0.02 0.01 0.00
H 3.34386 3.85085 -0.37660 0.00 0.02 0.00
H 3.12722 2.38408 0.58367 -0.01 -0.02 -0.03
H 2.93022 5.88814 1.67826 0.00 -0.01 -0.01
H 1.19143 6.11355 1.68584 0.02 -0.01 0.00
H 2.06567 5.97592 0.15358 -0.01 -0.01 -0.01
H -2.96380 3.59581 -0.68506 -0.01 -0.06 0.04
H -2.43298 5.27642 -0.77902 0.02 -0.01 -0.02
H -3.65233 4.79842 0.39318 0.01 0.01 -0.01
H -2.40136 2.29022 1.66899 -0.02 0.00 -0.03
H -3.11154 3.67993 2.48726 0.02 0.01 0.00
H -1.46965 3.17566 2.88131 0.01 -0.01 -0.01
H -0.90032 6.30132 0.90276 -0.02 -0.01 0.00
H -0.68396 5.51085 2.48147 0.01 0.00 -0.01
H -2.27408 6.04896 1.96845 0.00 -0.02 0.00
H -1.24439 2.27006 -2.51012 0.02 0.01 -0.02
H -0.65998 3.29032 -3.81536 0.00 -0.01 0.01
H -1.62980 4.00499 -2.53768 0.00 0.01 0.02
H 1.16741 1.50444 -2.27875 -0.02 -0.03 0.00
H 2.45839 2.65219 -1.93886 0.00 -0.01 0.02
H 1.67689 2.65176 -3.51654 -0.01 0.00 0.01
H 0.24254 5.73712 -1.89079 0.00 -0.01 0.00
H 0.98965 5.12370 -3.36047 0.00 -0.01 0.00
H 1.92446 5.16213 -1.87313 0.00 0.00 0.01
N -7.31825 -1.71082 -0.14422 -0.07 0.15 0.04
C -8.63266 -1.33418 -0.31790 -0.09 -0.30 -0.03
C -9.82890 -2.05477 -0.24342 0.13 0.09 0.04
C -10.97610 -1.34666 -0.50591 -0.07 0.11 -0.03
C -10.95105 0.02910 -0.83600 -0.03 -0.12 0.02
C -9.77238 0.72572 -0.91463 0.03 0.03 0.04
C -8.58930 0.02318 -0.65051 0.22 0.21 -0.06
N -7.27744 0.46240 -0.67575 -0.29 -0.07 0.00
C -6.56525 -0.58857 -0.37059 0.31 -0.09 0.03
C -5.10982 -0.53904 -0.28562 -0.24 0.01 -0.01
C -4.31447 -1.59743 0.14540 0.11 -0.07 -0.01
C -2.94555 -1.44761 0.21539 -0.07 0.08 0.04
N -2.32333 -0.30522 -0.12034 0.10 0.16 0.13
C -3.09662 0.71281 -0.55731 0.08 -0.05 -0.08
C -4.45906 0.64240 -0.65400 0.02 0.04 0.00
H -6.99637 -2.62938 0.10296 0.00 -0.01 -0.02
H -9.85608 -3.10592 0.00929 0.01 0.00 -0.01
H -11.93015 -1.85446 -0.46242 0.00 0.01 0.00
H -11.88700 0.53375 -1.03249 0.00 -0.01 0.00
H -9.74470 1.77723 -1.16494 0.00 -0.01 -0.02
H -4.73457 -2.54901 0.43905 -0.01 0.01 0.01
H -2.32637 -2.26211 0.55328 0.00 0.00 0.04
H -2.56177 1.60336 -0.85329 -0.02 0.05 0.03
H -5.03998 1.48214 -1.00950 0.00 -0.01 0.01
C 0.08711 -1.96100 -0.08233 0.08 -0.11 0.03
H 1.16334 -2.10842 -0.16345 0.00 -0.01 -0.01
H -0.40714 -2.33588 -0.98495 -0.01 0.03 0.01
H -0.29232 -2.49072 0.79172 0.03 -0.03 -0.02
```
Forces are in eV/Å.

These are the Mulliken partial charges, in e, on atoms 1 to 6: atom 1 (Ir): 1.30, atom 2 (Cl): -0.16, atom 3 (C): 0.06, atom 4 (C): -0.39, atom 5 (C): 0.81, atom 6 (Cl): -0.15